1.
# C34H87N5O12

A cluster of 7 separate species, C34H87N5O12 in total (ωB97M-V with the def2-TZVPD basis set, the Open Molecules 2025 dataset).

```
138
Properties=species:S:1:pos:R:3
C -0.867 -0.826 -0.439
C -0.812 0.742 -0.274
O -1.442 1.059 0.923
H -0.438 -1.336 0.424
H -0.333 -1.265 -1.281
H -1.889 -1.180 -0.567
H -1.249 1.327 -1.083
H 0.230 1.060 -0.296
H -1.642 1.998 0.893
C -3.686 4.216 -0.910
C -2.982 4.601 0.449
O -1.880 3.798 0.676
H -2.885 4.317 -1.642
H -4.420 4.995 -1.117
H -4.205 3.258 -0.882
H -3.717 4.415 1.232
H -2.715 5.644 0.615
H -1.295 4.196 1.325
C 1.558 -3.071 -2.694
O 0.338 -3.462 -2.076
C -0.686 -3.633 -3.053
C -1.987 -4.206 -2.388
N -2.108 -5.569 -1.964
C -0.942 -6.081 -1.180
C -0.842 -5.565 0.248
O -1.906 -6.150 1.028
C -1.778 -5.852 2.420
H 1.521 -2.098 -3.185
H 1.973 -3.830 -3.357
H 2.240 -2.878 -1.865
H -0.340 -4.186 -3.927
H -1.022 -2.689 -3.482
H -2.772 -3.999 -3.115
H -2.175 -3.569 -1.524
H -2.960 -5.703 -1.437
H 0.007 -6.028 -1.713
H -0.997 -7.169 -1.206
H -0.948 -4.483 0.172
H 0.120 -5.810 0.699
H -0.794 -6.147 2.783
H -2.608 -6.304 2.963
H -1.969 -4.793 2.591
C 6.302 3.678 -4.892
O 6.163 2.348 -5.393
C 5.405 1.400 -4.666
C 3.951 1.868 -4.359
N 3.251 0.766 -3.696
C 1.921 1.102 -3.195
C 0.957 1.418 -4.316
O -0.401 1.188 -3.885
C -1.445 1.515 -4.777
H 5.323 4.127 -4.723
H 6.837 4.343 -5.570
H 6.802 3.567 -3.930
H 5.946 1.210 -3.739
H 5.391 0.515 -5.303
H 3.452 2.138 -5.290
H 3.963 2.780 -3.763
H 3.226 -0.006 -4.347
H 1.894 1.872 -2.424
H 1.512 0.249 -2.653
H 1.044 0.701 -5.132
H 1.149 2.429 -4.676
H -1.261 2.505 -5.195
H -2.433 1.455 -4.321
H -1.421 0.815 -5.613
C 7.263 2.722 1.992
O 6.274 3.722 1.927
C 5.671 3.978 3.214
C 4.662 2.960 3.695
N 3.816 2.651 2.571
C 3.044 1.423 2.831
C 2.635 0.817 1.503
O 3.706 0.034 0.901
C 3.233 -0.862 -0.116
H 6.757 1.757 1.994
H 7.901 2.939 2.849
H 7.864 2.729 1.083
H 5.158 4.927 3.056
H 6.376 4.220 4.009
H 4.055 3.291 4.537
H 5.264 2.112 4.022
H 4.349 2.532 1.721
H 2.178 1.673 3.444
H 3.684 0.658 3.271
H 2.296 1.627 0.858
H 1.756 0.180 1.607
H 3.976 -1.574 -0.475
H 2.845 -0.199 -0.889
H 2.364 -1.441 0.198
C 0.899 8.464 2.088
O 0.972 7.182 2.629
C 1.257 6.254 1.646
C 0.992 4.897 2.280
N -0.414 4.739 2.689
C -0.598 3.629 3.635
C -2.039 3.557 4.219
O -2.220 4.689 5.026
C -3.513 4.877 5.584
H 1.874 8.950 2.077
H 0.217 9.109 2.642
H 0.491 8.512 1.078
H 2.293 6.414 1.348
H 0.648 6.369 0.749
H 1.693 4.849 3.113
H 1.401 4.088 1.675
H -0.700 5.565 3.196
H 0.086 3.825 4.460
H -0.252 2.682 3.221
H -2.107 2.738 4.936
H -2.829 3.276 3.522
H -3.462 5.727 6.264
H -3.881 4.056 6.200
H -4.250 5.159 4.831
C -3.070 -10.276 -0.712
O -3.704 -9.164 -0.054
C -4.619 -8.480 -0.866
C -5.268 -7.385 0.017
N -4.558 -6.083 -0.003
C -5.226 -5.002 0.686
C -4.384 -3.733 0.575
O -4.961 -2.710 1.381
C -4.430 -1.364 1.318
H -2.462 -10.779 0.041
H -2.404 -9.922 -1.499
H -3.752 -10.980 -1.188
H -4.000 -8.046 -1.650
H -5.391 -9.145 -1.255
H -6.248 -7.161 -0.404
H -5.390 -7.669 1.062
H -3.676 -6.289 0.443
H -6.149 -4.743 0.168
H -5.520 -5.187 1.719
H -3.353 -3.791 0.925
H -4.394 -3.383 -0.457
H -4.472 -1.011 0.287
H -3.437 -1.253 1.753
H -5.039 -0.658 1.882
```

## Properties
- relative energy (zero: lowest compared OMol25 entry of this formula, charge and spin) (kcal per mole) = 0.0
- LUMO level (spin up / spin down) (eV) = 2.26 / 2.22
- spin multiplicity = 2
- gap between HOMO and LUMO (spin up / spin down) (eV) = 1.35 / 8.85
- total charge = -1
- <S²> = 0.750

---

2.
# C34H89N3NbO14S

A structure of composition C34H89N3NbO14S (ωB97M-V with the def2-TZVPD basis set, the Open Molecules 2025 dataset).

```
142
Properties=species:S:1:pos:R:3
C 0.351 -3.322 5.379
C 0.830 -3.156 3.914
C -0.367 -2.749 3.037
N 0.011 -2.382 1.679
Nb -1.280 -2.680 0.054
C 0.317 -2.096 -1.441
C 0.037 -0.946 -2.440
C 1.246 -0.683 -3.373
C 2.319 0.136 -2.640
C 3.293 0.886 -3.587
C 4.748 0.595 -3.140
C 5.156 -0.804 -3.630
C 6.328 -1.406 -2.826
C 6.095 -2.874 -2.408
O 5.360 -3.607 -3.365
C 4.044 -3.958 -2.956
C -2.789 -3.281 -1.523
O -3.489 -4.507 -1.190
C -4.661 -4.661 -1.944
C -5.115 -6.120 -1.918
N -0.697 -4.778 0.098
C -0.427 -5.268 -0.950
S -0.445 -6.067 -2.353
C -1.952 -0.514 0.054
C -1.620 0.319 1.142
C -2.025 1.646 1.082
C -2.750 2.157 0.025
N -3.079 1.393 -1.019
C -2.681 0.120 -0.963
H 0.655 -4.270 5.818
H -0.743 -3.316 5.409
H 0.668 -2.490 6.006
H 1.608 -2.395 3.845
H 1.198 -4.121 3.569
H -0.938 -1.959 3.545
H -1.026 -3.619 2.986
H 0.461 -1.469 1.665
H -2.652 -3.019 1.254
H 0.680 -2.941 -2.042
H 1.169 -1.767 -0.826
H -0.149 -0.004 -1.925
H -0.843 -1.207 -3.039
H 1.654 -1.625 -3.743
H 0.880 -0.058 -4.197
H 1.853 0.869 -1.978
H 2.883 -0.551 -2.000
H 3.140 1.962 -3.492
H 3.143 0.574 -4.617
H 4.726 0.577 -2.046
H 5.441 1.369 -3.476
H 4.282 -1.453 -3.579
H 5.402 -0.715 -4.690
H 7.234 -1.347 -3.434
H 6.473 -0.800 -1.929
H 7.073 -3.358 -2.312
H 5.620 -2.896 -1.423
H 3.414 -3.978 -3.846
H 4.032 -4.932 -2.461
H 3.615 -3.217 -2.274
H -3.561 -2.525 -1.716
H -2.222 -3.502 -2.444
H -4.486 -4.375 -2.991
H -5.456 -4.016 -1.538
H -5.633 -6.352 -0.988
H -4.252 -6.769 -2.056
H -5.812 -6.269 -2.747
H -1.075 -0.055 1.999
H -1.766 2.314 1.898
H -3.053 3.196 -0.007
H -2.936 -0.473 -1.837
C -1.144 1.539 5.318
O -0.750 1.969 4.016
H -1.654 0.586 5.206
H -0.275 1.396 5.964
H -1.827 2.257 5.780
H -0.294 2.811 4.103
C -5.288 3.945 -2.862
O -3.977 3.754 -2.350
H -5.543 4.998 -2.744
H -5.338 3.687 -3.924
H -6.019 3.342 -2.316
H -3.751 2.814 -2.440
C 3.592 0.660 1.138
O 2.598 0.050 1.949
H 4.410 -0.048 1.004
H 3.185 0.923 0.162
H 3.984 1.559 1.626
H 1.889 0.693 2.042
C -0.224 -5.300 8.872
O -1.006 -4.416 8.082
H 0.613 -4.731 9.272
H -0.804 -5.708 9.705
H 0.167 -6.125 8.270
H -1.746 -4.916 7.723
C -2.617 6.795 0.507
O -3.653 6.310 -0.330
H -3.008 7.650 1.055
H -2.296 6.034 1.225
H -1.748 7.119 -0.076
H -3.313 5.549 -0.817
C 1.248 3.384 0.159
O 0.926 2.001 0.261
H 1.900 3.514 -0.701
H 0.346 3.976 0.008
H 1.770 3.734 1.058
H 0.337 1.894 1.016
C -6.533 0.362 -1.609
O -7.709 0.999 -2.114
H -5.689 0.693 -2.207
H -6.355 0.646 -0.569
H -6.615 -0.725 -1.684
H -8.451 0.706 -1.580
C -3.622 -2.314 7.293
O -4.319 -3.559 7.267
H -2.621 -2.517 7.654
H -3.554 -1.883 6.292
H -4.116 -1.605 7.966
H -5.206 -3.396 6.935
C 0.263 -1.431 8.567
O -0.967 -0.880 8.112
H 1.049 -1.082 7.901
H 0.491 -1.107 9.588
H 0.222 -2.521 8.530
H -1.654 -1.202 8.699
C 4.895 3.675 -5.819
O 4.018 2.582 -6.037
H 5.824 3.284 -5.407
H 5.110 4.190 -6.758
H 4.466 4.387 -5.107
H 3.203 2.938 -6.404
C 4.166 5.656 -9.249
O 3.247 5.217 -8.256
H 4.889 4.857 -9.399
H 3.659 5.855 -10.197
H 4.697 6.556 -8.927
H 2.604 5.917 -8.117
C 1.356 7.112 -1.090
O 0.604 5.983 -1.512
H 2.256 6.741 -0.605
H 1.646 7.737 -1.940
H 0.794 7.719 -0.374
H -0.195 6.301 -1.942
```

## Properties
- LUMO level (eV) = 1.77
- spin multiplicity = 1
- gap between HOMO and LUMO (eV) = 6.52
- total charge = -1